*i*
DFT (ωB97M-V/def2-TZVPD) results for 2 unconnected molecules or ions with the total composition C3H9NO2.

Geometry (Å):
C: 1.76197 1.07082 0.49789
C: 0.59459 1.10986 1.48646
N: -0.62127 1.09164 0.91409
O: 0.81440 1.10201 2.68250
H: 2.66939 0.95474 1.08521
H: 1.88613 1.90925 -0.19572
H: 1.76885 0.22371 -0.19634
H: -1.40346 0.93141 1.53777
H: -0.72277 0.88619 -0.04823
C: -1.38795 -1.50622 -1.06997
O: -0.07590 -1.46178 -1.61134
H: -1.99366 -2.37826 -1.29539
H: -1.96045 -0.61944 -1.35469
H: -1.24430 -1.39719 0.01257
H: -0.08558 -1.91673 -2.44481

Values from the calculation:
lowest unoccupied orbital energy = 0.63 eV
Kohn-Sham gap = 0.37913 Eh
E_HOMO = -0.35589 hartree

*ii*
DFT (ωB97M-V/def2-TZVPD) results for 2 unconnected molecules or ions with the total composition C3H9NO2.

Geometry (Å):
C: -1.18184 -2.27842 0.39160
C: 0.15255 -1.66812 -0.15847
O: 1.32254 -1.95829 -0.09964
O: -0.30108 -0.60336 -0.81248
H: -1.56233 -2.71579 -0.47525
H: -1.80089 -1.59166 0.71909
H: -0.86573 -2.96034 1.23594
H: -0.00627 -0.28989 -1.67534
C: 0.09619 2.94301 -0.42484
N: 0.24276 2.91967 1.15844
H: -0.02344 2.03723 -0.85623
H: 0.84484 3.58572 -0.94403
H: -0.86377 3.34271 -0.70972
H: -0.77113 2.58364 1.57473
H: 0.77628 2.08509 1.46898

Values from the calculation:
lowest unoccupied orbital energy = 0.49 eV
Kohn-Sham gap = 0.37642 Eh
E_HOMO = -0.35832 hartree

*iii*
DFT (ωB97M-V/def2-TZVPD) results for 2 unconnected molecules or ions with the total composition C3H9NO2.

Geometry (Å):
N: -0.16654 2.62078 0.60522
C: -0.18578 1.63121 -0.49470
C: 1.10847 0.79971 -0.43745
C: 0.91394 -0.48290 -1.17872
O: 1.13411 -1.55571 -0.75115
H: -1.05099 2.48931 1.08227
H: 0.23979 3.45062 0.59639
H: -1.06514 0.89912 -0.22978
H: -0.16280 2.05243 -1.51383
H: 1.32826 0.73354 0.58777
H: 1.97510 1.28956 -0.90980
H: 0.64313 -0.44351 -2.20332
O: -1.45552 -4.14886 1.66233
H: -0.89240 -4.84239 1.31173
H: -2.36362 -4.49292 1.87305

Values from the calculation:
lowest unoccupied orbital energy = 1.01 eV
Kohn-Sham gap = 0.36709 Eh
E_HOMO = -0.32994 hartree

Stability, lowest: *ii*

*i*
DFT (ωB97M-V/def2-TZVPD) results for 2 unconnected molecules or ions with the total composition C6H12N.

Geometry (Å):
C: -2.72581 0.93485 0.53122
C: -1.29569 0.72449 0.52526
C: 2.62304 -0.07782 -0.23172
C: 2.31288 -0.45453 -1.33097
C: 3.03774 0.20863 1.03670
C: -1.22773 -1.22462 -1.03715
N: -0.71715 -0.14790 -0.22794
H: -2.93928 2.01302 0.29285
H: -3.02527 0.57621 1.49353
H: -0.77781 1.41069 1.13965
H: -3.16989 0.35773 -0.23629
H: 1.96574 -0.51128 -2.28943
H: 0.34902 -0.13486 -0.15454
H: 2.09131 0.57959 1.55380
H: 3.37027 -0.62019 1.54597
H: 3.89787 0.89961 1.13641
H: -2.23636 -1.60431 -0.76347
H: -0.41284 -2.02627 -0.89890
H: -1.12005 -0.90306 -2.08498

Values from the calculation:
lowest unoccupied orbital energy = -4.25 eV
Kohn-Sham gap = 0.34998 Eh
E_HOMO = -0.50616 hartree
net charge = +1

*ii*
DFT (ωB97M-V/def2-TZVPD) results for a molecular structure, C6H12N.

Geometry (Å):
C: -1.78949 0.90090 0.68348
C: -0.59815 0.21245 1.33507
C: 0.76983 0.42022 0.78026
C: 0.87035 -0.08248 -0.69762
C: 1.37642 0.70753 -1.67913
C: 0.86906 -1.59143 -0.56897
N: -0.29450 -1.23423 -1.19367
H: -2.14622 0.35169 -0.18694
H: -2.59206 1.04024 1.39929
H: -1.44586 1.83947 0.25161
H: -0.69345 0.35752 2.40907
H: -0.63139 -1.00476 1.23043
H: 1.04447 1.47596 0.85526
H: 1.47687 -0.19095 1.33965
H: 1.65725 1.70255 -1.36130
H: 1.74845 0.25413 -2.58968
H: 1.45961 -2.32439 -1.12170
H: -0.76869 -1.80543 1.32446
H: -0.31250 -1.02900 -2.20955

Values from the calculation:
lowest unoccupied orbital energy = -6.27 eV
Kohn-Sham gap = 0.23060 Eh
E_HOMO = -0.46114 hartree
net charge = +1

*iii*
DFT (ωB97M-V/def2-TZVPD) results for a gas-phase ion, C6H12N (charge +1).

Geometry (Å):
C: 1.62870 -1.43907 -0.65068
C: 0.54804 -0.73929 -0.53742
N: -0.83238 -0.63299 -0.28262
C: -1.43915 -1.22710 0.92227
C: 0.05714 0.53182 -0.12905
C: 0.07167 1.56251 -1.47652
C: 0.41140 1.05065 1.29712
H: 1.47441 -2.52781 -1.00330
H: 2.47194 -0.87793 -0.59397
H: -1.50778 -0.51185 -0.99946
H: -0.48727 -1.41116 1.53555
H: -2.16577 -0.50344 1.35714
H: -1.86543 -2.29608 0.80857
H: -0.83442 1.83388 -1.93590
H: 0.82647 1.21560 -2.17972
H: 0.46896 2.53918 -1.06605
H: 1.21573 0.51860 1.76254
H: -0.54311 0.82529 1.94388
H: 0.50085 2.08918 1.22762

Values from the calculation:
lowest unoccupied orbital energy = -3.15 eV
Kohn-Sham gap = 0.43601 Eh
E_HOMO = -0.55184 hartree
net charge = +1

*iv*
DFT (ωB97M-V/def2-TZVPD) results for a gas-phase ion, C6H12N (charge +1).

Geometry (Å):
C: -0.45159 -2.43012 0.18012
C: -0.51549 -1.26360 0.83311
N: 0.24030 -0.10575 0.48925
C: 1.29696 0.22971 1.41340
C: -0.11378 0.59736 -0.51898
C: 0.54506 1.88321 -0.69956
C: -1.33013 0.24675 -1.39148
H: -0.95022 -3.35286 0.51684
H: 0.24114 -2.58992 -0.76015
H: -0.83510 -1.21323 1.79916
H: 2.15980 0.65760 0.88187
H: 1.60617 -0.55898 2.11420
H: 1.16575 0.99264 2.18441
H: -0.16141 2.68856 -0.47160
H: 0.62392 1.94678 -1.72355
H: 1.44857 2.03666 -0.11819
H: -1.75089 -0.63230 -1.00695
H: -1.02174 0.00336 -2.40508
H: -2.19733 0.86412 -1.31681

Values from the calculation:
lowest unoccupied orbital energy = -4.00 eV
Kohn-Sham gap = 0.38891 Eh
E_HOMO = -0.53584 hartree
net charge = +1

Stability, lowest: *ii*

*i*
DFT (ωB97M-V/def2-TZVPD) results for a single CH6N4 molecule.

Geometry (Å):
H: -0.48072 0.17658 1.91252
N: 0.22305 -0.43402 1.56141
C: 0.34485 -0.43326 0.29165
N: 1.27854 -1.22400 -0.39451
N: -0.21419 0.46117 -0.60749
N: -1.16486 1.42807 -0.25154
H: 1.31674 -1.23328 -1.40797
H: 1.63806 -2.13211 -0.07478
H: -0.28155 0.17291 -1.59921
H: -1.96740 1.01335 0.31966
H: -0.69252 2.20460 0.25025

Values from the calculation:
lowest unoccupied orbital energy = 0.93 eV
Kohn-Sham gap = 0.36702 Eh
E_HOMO = -0.33274 hartree

*ii*
DFT (ωB97M-V/def2-TZVPD) results for a single CH6N4 molecule.

Geometry (Å):
H: -0.49177 0.43892 -1.68977
N: -1.25409 0.26820 -1.01602
C: -0.63752 -0.12171 0.04452
N: -1.33078 -0.46580 1.14890
N: 0.71803 -0.22999 0.17734
N: 1.48145 0.43529 -0.81556
H: -2.32163 -0.45691 0.91923
H: -1.07324 -1.38110 1.49746
H: 1.01797 -0.11989 1.14678
H: 1.42305 1.44886 -0.67926
H: 2.46856 0.18412 -0.73362

Values from the calculation:
lowest unoccupied orbital energy = 0.90 eV
Kohn-Sham gap = 0.35763 Eh
E_HOMO = -0.32461 hartree

*iii*
DFT (ωB97M-V/def2-TZVPD) results for 2 unconnected molecules or ions with the total composition CH6N4.

Geometry (Å):
C: 0.76960 -1.00930 -0.59721
N: -1.65775 0.77614 0.44873
N: -1.50384 0.12899 -0.54937
N: 0.77103 0.98610 0.50998
N: 0.55689 0.39690 -0.71746
H: 0.72640 -1.53512 -1.66180
H: 1.74877 -1.26156 -0.26851
H: 0.20675 -1.59688 0.05919
H: -2.60179 0.75857 0.82859
H: 0.39575 0.33929 1.24592
H: 0.58820 2.01687 0.70193

Values from the calculation:
lowest unoccupied orbital energy (alpha / beta) = 1.02 / 1.00 eV
Kohn-Sham gap (alpha / beta) = 0.32753 / 0.32281 Eh
E_HOMO (alpha / beta) = -0.29018 / -0.28603 hartree

Stability, lowest: *iii*

*i*
DFT (ωB97M-V/def2-TZVPD) results for a gas-phase ion, C4H6N3 (charge +1).

Geometry (Å):
H: -1.25602 0.20032 -1.65527
N: -1.96947 -0.04001 -0.89652
C: -1.79678 -0.20643 0.36467
N: -0.51923 -0.46524 0.97691
C: 0.61412 -0.38493 0.14280
C: 0.94547 -1.20544 -0.88452
N: 1.21629 0.82447 0.33042
C: 1.64230 1.87842 0.53123
H: -2.52428 -0.34586 1.19593
H: -0.54734 -0.03560 1.87847
H: 1.56457 -0.82415 -1.77207
H: 0.65488 -2.20471 -0.86369
H: 1.97550 2.80917 0.65164

Values from the calculation:
lowest unoccupied orbital energy = -5.75 eV
Kohn-Sham gap = 0.28952 Eh
E_HOMO = -0.50086 hartree
net charge = +1

*ii*
DFT (ωB97M-V/def2-TZVPD) results for a gas-phase ion, C4H6N3 (charge +1).

Geometry (Å):
C: 1.16087 1.21868 0.17402
C: -0.75971 -0.68204 0.67397
C: 0.17187 -1.66793 -0.20179
C: -1.01108 0.33186 -0.27919
N: 1.98689 0.32331 0.30547
N: 1.32654 -1.40137 -0.50405
N: -0.08767 1.20052 -0.52452
H: 1.44658 2.28753 0.47750
H: -1.68658 -1.10591 0.94946
H: -0.25895 -0.24926 1.68597
H: -0.34990 -2.57320 -0.38978
H: -1.81232 0.54663 -0.98629
H: -0.12655 1.77117 -1.38077

Values from the calculation:
lowest unoccupied orbital energy (alpha / beta) = -5.92 / -6.02 eV
Kohn-Sham gap (alpha / beta) = 0.31510 / 0.31293 Eh
E_HOMO (alpha / beta) = -0.53259 / -0.53423 hartree
net charge = +1

*iii*
DFT (ωB97M-V/def2-TZVPD) results for a gas-phase ion, C4H6N3 (charge +1).

Geometry (Å):
C: -3.41063 0.06288 -0.14745
N: -2.18770 0.06493 0.17691
C: -0.89141 0.27274 0.03918
C: 0.02244 -0.66781 0.29768
N: 1.27830 -0.57645 0.18126
C: 2.28844 -0.06525 -0.13829
N: 3.62726 0.10681 -0.00886
H: -4.24002 0.09132 0.56123
H: -3.89141 0.03670 -1.15896
H: -0.45903 1.31471 -0.31957
H: -0.27418 -1.67623 0.66159
H: 3.93177 0.74864 0.78850
H: 4.20616 0.28700 -0.93322

Values from the calculation:
lowest unoccupied orbital energy = -4.56 eV
Kohn-Sham gap = 0.29113 Eh
E_HOMO = -0.45858 hartree
net charge = +1

*iv*
DFT (ωB97M-V/def2-TZVPD) results for a molecular structure, C4H6N3.

Geometry (Å):
C: 0.62937 0.94023 -1.46385
C: 0.05560 1.05738 -0.22493
C: -0.95858 -1.29087 0.35120
C: 0.31265 -1.14840 1.10950
N: 0.83102 2.28497 -1.78914
N: 0.31574 2.86410 -0.90680
N: -0.46278 0.05120 0.68922
H: 0.81720 0.26846 -2.24672
H: -0.81035 -1.29904 -0.74186
H: -1.70051 -1.93883 0.81307
H: 0.33514 -1.08726 2.17691
H: 1.32030 -1.32765 0.75918
H: -0.68481 0.62571 1.47422

Values from the calculation:
lowest unoccupied orbital energy (alpha / beta) = -5.24 / -5.24 eV
Kohn-Sham gap (alpha / beta) = 0.33297 / 0.33281 Eh
E_HOMO (alpha / beta) = -0.52537 / -0.52527 hartree
net charge = +1

Stability, lowest: *iv*